# 1
{
  "formula": "C2H3ClSi",
  "method": "ωB97M-V/def2-TZVPD",
  "elements": ["C", "C", "Si", "Cl", "H", "H", "H"],
  "xyz": [[1.44317, 1.32881, 0.01423], [0.64503, 0.44614, -0.08799], [-0.66800, -0.80221, -0.02461], [-2.45720, 0.14654, 0.02966], [2.17933, 2.07984, 0.07819], [-0.54090, -1.56236, 1.21312], [-0.60142, -1.63677, -1.22261]],
  "forces_ev_per_a": [[7.163, 8.385, 0.656], [-7.474, -9.302, -0.575], [1.259, 0.556, -0.296], [-1.362, 0.274, 0.038], [0.335, 0.200, 0.081], [0.074, -0.071, 0.283], [0.005, -0.042, -0.186]],
  "s2": 2.005,
  "gap_ha": [0.21696, 0.25387],
  "total_energy_ha": -827.45871,
  "spin_multiplicity": 3,
  "e_lumo_ha": [0.0274, -0.1520],
  "homo_ev": [-5.2, -11.0]
}

# 2
{
  "formula": "C8H10O2",
  "method": "ωB97M-V/def2-TZVPD",
  "elements": ["C", "C", "C", "C", "C", "C", "C", "C", "H", "H", "H", "H", "H", "H", "H", "H", "H", "H", "O", "O"],
  "xyz": [[1.75690, 1.00547, 1.15282], [2.03197, -0.39006, 1.25449], [2.30664, -1.18217, 0.17285], [2.07163, -0.66373, -1.16270], [1.77643, 0.70385, -1.21624], [1.49795, 1.55708, -0.14426], [-2.35280, 0.12076, 0.01832], [-3.79125, -0.39044, 0.13688], [1.37299, 1.34186, 2.14437], [2.13463, -0.84201, 2.19872], [2.67992, -2.17783, 0.26037], [2.23899, -1.29653, -1.98382], [1.60918, 1.20547, -2.22413], [1.09054, 2.52084, -0.32094], [-0.52681, -0.49437, -0.20093], [-4.48839, 0.49935, 0.21988], [-4.07084, -0.78244, -1.01297], [-3.94650, -1.17089, 0.90264], [-2.02548, 1.27118, -0.08612], [-1.36570, -0.83537, -0.10923]],
  "forces_ev_per_a": [[-2.215, -1.412, -0.176], [0.841, 1.537, -0.807], [-0.768, 0.875, -2.889], [0.821, 1.238, 3.879], [-1.059, 0.758, -2.631], [1.377, -2.386, 2.189], [1.452, -0.219, -0.642], [-0.689, 0.191, -3.096], [0.632, 0.857, -1.144], [0.069, -0.225, 1.243], [-0.114, -0.628, 0.281], [0.096, -0.373, -1.138], [0.252, -0.986, 1.152], [-0.027, 0.714, 0.044], [3.011, 1.928, -0.337], [1.036, -1.094, 0.397], [0.829, 0.536, 3.191], [0.074, 0.403, -0.619], [-0.681, 0.407, 0.291], [-4.936, -2.121, 0.813]],
  "gap_ha": 0.37763,
  "total_energy_ha": -461.28744,
  "spin_multiplicity": 1,
  "smiles": "c1ccccc1.CC(=O)O",
  "e_lumo_ha": 0.0325,
  "homo_ev": -9.4
}

# 3
{
  "formula": "C20H46P4PbSe",
  "method": "ωB97M-V/def2-TZVPD",
  "elements": ["Pb", "P", "P", "P", "H", "C", "C", "H", "C", "C", "C", "C", "C", "C", "C", "C", "C", "H", "H", "H", "H", "H", "H", "H", "H", "H", "H", "H", "H", "H", "H", "H", "H", "H", "H", "H", "H", "H", "H", "H", "H", "H", "H", "H", "H", "H", "C", "C", "C", "C", "C", "C", "Se", "H", "H", "H", "H", "H", "H", "C", "P", "C", "C", "H", "H", "H", "H", "H", "H", "H", "H", "H"],
  "xyz": [[-0.58858, 0.42822, -0.49353], [2.20234, 1.07118, -1.20871], [1.00711, -1.97839, 1.09004], [0.23629, 1.57149, 2.08830], [-7.60072, 4.29604, -1.98647], [-7.13042, 5.22820, -1.63118], [-6.37915, 6.00049, -2.42649], [-6.27914, 5.82039, -3.49703], [2.56992, 0.62767, -2.95093], [3.79986, 0.66292, -0.41285], [2.26505, 2.89628, -1.29994], [-0.08470, -3.05482, 2.11712], [1.82277, -3.25839, 0.04804], [2.35306, -1.64820, 2.30304], [-0.68788, 3.15194, 1.90208], [1.86786, 2.13221, 2.68322], [-0.51872, 0.91555, 3.62376], [-7.29873, 5.53372, -0.58028], [-5.87668, 6.87735, -2.01813], [1.67628, 0.76194, -3.58131], [2.89928, -0.42174, -3.01916], [3.37189, 1.28663, -3.32260], [3.98366, -0.42071, -0.45500], [3.80833, 0.98644, 0.63647], [4.59026, 1.18848, -0.96361], [1.44081, 3.26675, -1.92408], [3.22238, 3.17104, -1.75571], [2.18789, 3.34463, -0.30294], [0.48340, -3.91417, 2.49844], [-0.92773, -3.41070, 1.50548], [-0.48188, -2.47243, 2.96319], [2.32390, -3.99103, 0.70034], [2.57575, -2.77751, -0.59585], [1.08675, -3.77409, -0.58277], [2.74395, -2.61006, 2.66688], [1.96974, -1.07018, 3.15712], [3.16710, -1.08951, 1.81867], [-0.48469, 3.83615, 2.74101], [-1.76922, 2.95080, 1.84001], [-0.37678, 3.63117, 0.96261], [1.76577, 2.75587, 3.58407], [2.37485, 2.71455, 1.90283], [2.50140, 1.26805, 2.92631], [-0.37042, 1.60138, 4.47241], [-0.06779, -0.05489, 3.87866], [-1.59355, 0.75177, 3.46068], [-4.13709, 0.93930, 0.62619], [-3.95403, 1.77593, -0.49158], [-4.79925, 2.84723, -0.74763], [-5.92364, 3.03797, 0.04746], [-6.18872, 2.18289, 1.13240], [-5.30011, 1.14137, 1.42890], [-2.88832, -0.37789, 1.04806], [-1.12047, 2.18080, -1.04202], [-3.11765, 1.64737, -1.17828], [-4.57320, 3.51063, -1.58387], [-6.62243, 3.84179, -0.17634], [-7.08801, 2.34259, 1.74341], [-5.51100, 0.49491, 2.27961], [-2.07569, -1.09549, -3.78154], [-0.97258, -1.66967, -2.42726], [-1.96351, -3.05893, -1.71981], [0.38478, -2.47118, -3.38809], [-2.98082, -0.61779, -3.37212], [-1.55465, -0.36757, -4.42439], [-2.36292, -1.97352, -4.38191], [-2.34503, -3.68649, -2.53910], [-1.36955, -3.69319, -1.03578], [-2.81006, -2.61067, -1.17099], [1.17121, -2.85686, -2.72279], [0.81336, -1.71927, -4.06969], [-0.02079, -3.30461, -3.98471]],
  "forces_ev_per_a": [[1.924, 0.108, 0.331], [0.380, 0.389, -0.913], [-0.109, -1.051, 0.374], [-0.971, 1.146, 0.874], [0.186, 0.524, 0.143], [-2.553, -2.136, 2.477], [2.047, 2.482, -2.327], [-0.112, 0.030, 0.100], [-0.318, -0.248, -0.063], [-0.381, -0.392, 0.533], [-0.412, -0.111, 0.179], [-0.268, 0.428, -0.183], [0.058, 0.359, -0.253], [-0.046, 0.533, -0.189], [0.101, -0.066, -0.311], [0.599, -0.313, -0.522], [-0.075, -0.696, -0.184], [-0.262, 0.003, -0.777], [0.109, -0.127, -0.098], [0.340, 0.012, 0.129], [-0.084, 0.383, 0.005], [-0.262, -0.277, 0.113], [0.007, 0.342, -0.002], [0.088, -0.066, -0.283], [-0.179, -0.096, 0.077], [0.244, -0.008, 0.119], [-0.162, 0.069, 0.089], [0.059, -0.006, -0.226], [-0.154, 0.218, -0.085], [0.219, -0.002, 0.278], [0.075, -0.280, -0.216], [-0.190, 0.212, -0.247], [-0.160, -0.279, 0.146], [0.219, 0.058, 0.183], [-0.148, 0.266, -0.099], [0.189, -0.208, -0.229], [-0.175, -0.184, 0.258], [-0.085, -0.268, -0.259], [0.311, 0.058, 0.072], [-0.088, 0.062, 0.263], [-0.196, -0.191, -0.289], [-0.078, -0.071, 0.251], [-0.151, 0.244, -0.020], [-0.007, -0.100, -0.393], [-0.148, 0.272, 0.028], [0.277, 0.096, 0.165], [-0.650, 0.348, -0.085], [0.271, 0.629, -0.415], [0.145, -0.383, -0.063], [0.027, -0.508, 0.540], [0.204, -0.157, -0.040], [-0.161, 0.273, -0.024], [-0.266, 0.136, -0.089], [0.351, -1.297, 0.239], [-0.288, -0.106, 0.306], [-0.082, -0.251, 0.161], [0.283, -0.433, 0.421], [0.515, -0.199, -0.260], [0.116, 0.102, -0.167], [0.050, 0.560, 0.269], [-0.773, -0.927, -1.042], [0.303, 0.427, 0.645], [0.448, 0.552, 0.486], [0.264, -0.242, -0.182], [-0.178, -0.291, 0.204], [0.114, 0.273, 0.207], [0.152, 0.283, 0.142], [-0.281, 0.363, -0.298], [0.226, -0.379, -0.197], [-0.243, 0.123, -0.287], [-0.090, -0.322, 0.222], [-0.115, 0.313, 0.291]],
  "gap_ha": [0.18603, 0.11819],
  "charge": 4,
  "total_energy_ha": -4747.69692,
  "spin_multiplicity": 1,
  "e_lumo_ha": [-0.5063, -0.5735],
  "homo_ev": [-18.8, -18.8]
}

# 4
{
  "formula": "H14O7",
  "method": "ωB97M-V/def2-TZVPD",
  "elements": ["O", "H", "H", "O", "H", "H", "O", "H", "H", "O", "H", "H", "O", "H", "H", "O", "H", "H", "O", "H", "H"],
  "xyz": [[2.32898, -1.07003, 1.91265], [1.65095, -0.48645, 1.57213], [2.93929, -0.48936, 2.36716], [-2.31597, -0.08197, -2.03677], [-2.36302, 0.71235, -2.56881], [-3.22802, -0.34980, -1.92422], [2.01808, 0.92319, -2.43818], [1.42675, 0.65753, -1.73390], [2.23741, 1.83295, -2.23704], [0.04719, 0.47378, -0.52228], [-0.69746, 0.29657, -1.09702], [-0.28902, 0.31957, 0.36056], [-0.94849, 0.18869, 2.36235], [-1.37914, -0.55098, 2.79090], [-1.41762, 0.95864, 2.68378], [1.63005, 1.24363, 2.73722], [0.86942, 0.72139, 2.48239], [1.27896, 2.12125, 2.88805], [-1.13281, -2.55399, -2.89246], [-1.08908, -1.71891, -2.42667], [-1.56646, -3.14805, -2.27986]],
  "forces_ev_per_a": [[-0.005, -0.958, -0.171], [0.356, -0.127, -0.359], [-0.007, 0.239, 0.058], [0.085, 0.189, 0.158], [0.060, 0.253, -0.291], [-0.206, -0.218, 0.070], [0.299, 0.031, -0.597], [-0.188, -0.138, 0.492], [0.070, 0.157, 0.040], [0.353, 0.166, 0.071], [-0.445, -0.133, -0.147], [-0.154, -0.077, 0.359], [-0.021, 0.010, -0.302], [0.030, -0.386, 0.098], [-0.150, 0.313, 0.053], [0.355, 0.691, 0.210], [-0.486, -0.065, 0.356], [0.036, 0.288, 0.024], [0.076, -0.314, -0.251], [-0.035, 0.284, 0.014], [-0.024, -0.204, 0.116]],
  "gap_ha": 0.37614,
  "total_energy_ha": -535.05509,
  "spin_multiplicity": 1,
  "smiles": "O.O.O.O.O.O.O",
  "e_lumo_ha": -0.0088,
  "homo_ev": -10.5
}

# 5
{
  "formula": "C3H9NO2",
  "method": "ωB97M-V/def2-TZVPD",
  "elements": ["C", "C", "C", "N", "O", "O", "H", "H", "H", "H", "H", "H", "H", "H", "H"],
  "xyz": [[0.69372, 0.28599, 0.41850], [-0.61958, 0.00514, -0.21780], [-0.95008, -1.42040, -0.59020], [0.95692, 1.60426, 0.79203], [-1.46957, 0.25093, 1.13387], [1.43744, 0.07510, -1.04579], [-1.32539, 1.18346, 1.37523], [1.58926, -0.87057, -1.19558], [1.03765, -0.45749, 1.13341], [-0.96191, 0.74553, -0.93725], [0.83094, 2.24195, 0.01174], [1.90196, 1.71154, 1.14296], [-2.02951, -1.57488, -0.52673], [-0.49430, -2.13217, 0.10361], [-0.59754, -1.64840, -1.59799]],
  "forces_ev_per_a": [[1.480, -0.448, -4.457], [-2.525, 0.658, 4.698], [0.232, 0.026, 0.021], [0.004, 0.064, 0.156], [0.082, -0.165, -1.955], [0.577, -0.106, 1.714], [0.050, -0.514, -0.199], [0.012, 0.269, 0.158], [-0.059, 0.068, -0.125], [0.310, -0.021, -0.015], [-0.028, -0.130, 0.065], [-0.166, -0.025, 0.014], [0.119, 0.157, -0.137], [0.045, 0.141, 0.013], [-0.133, 0.026, 0.049]],
  "gap_ha": 0.39198,
  "total_energy_ha": -324.89016,
  "spin_multiplicity": 1,
  "smiles": "C[C@@H](O)[C@H](N)O",
  "e_lumo_ha": 0.0336,
  "homo_ev": -9.8
}

# 6
{
  "formula": "C5H10O",
  "method": "ωB97M-V/def2-TZVPD",
  "elements": ["C", "C", "C", "C", "C", "O", "H", "H", "H", "H", "H", "H", "H", "H", "H", "H"],
  "xyz": [[-0.18656, 1.62958, -0.94331], [0.25639, 0.74838, 0.21555], [-1.27807, -1.61405, -0.16354], [0.75072, -0.62237, -0.06198], [1.59513, 0.24001, 0.80201], [0.01265, -1.70036, 0.40449], [0.06519, 2.68663, -0.84125], [-1.28514, 1.56635, -1.00878], [0.18748, 1.26580, -1.90766], [-0.46659, 0.76597, 1.03084], [-1.85773, -0.77348, 0.24911], [-1.79070, -2.54594, 0.06032], [-1.22818, -1.46609, -1.25397], [1.15166, -0.75433, -1.07332], [2.60170, 0.48544, 0.46534], [1.53862, 0.06281, 1.87447]],
  "forces_ev_per_a": [[0.161, 0.122, 0.000], [-0.130, 0.029, 0.045], [-0.333, -0.184, -0.077], [0.046, 0.159, -0.160], [0.040, 0.095, 0.025], [0.007, -0.098, 0.106], [0.076, -0.040, 0.028], [0.329, 0.024, 0.060], [0.146, 0.138, 0.219], [0.122, -0.037, -0.117], [0.162, -0.204, 0.002], [-0.060, -0.023, -0.043], [0.017, -0.160, 0.159], [-0.184, -0.089, 0.125], [-0.368, 0.191, -0.151], [-0.030, 0.077, -0.219]],
  "gap_ha": 0.39251,
  "total_energy_ha": -271.68284,
  "spin_multiplicity": 1,
  "smiles": "CO[C@@H]1C[C@H]1C",
  "e_lumo_ha": 0.0420,
  "homo_ev": -9.5
}

# 7
{
  "formula": "C4H6O2",
  "method": "ωB97M-V/def2-TZVPD",
  "elements": ["O", "C", "C", "C", "O", "C", "H", "H", "H", "H", "H", "H"],
  "xyz": [[-1.06399, 1.00021, -1.47656], [-1.19946, 1.28018, -0.20563], [-0.40919, 0.30605, 0.67366], [-0.26912, -1.11761, 0.12054], [0.90245, -0.71870, -0.62785], [1.07537, 0.39781, 0.27316], [-0.46262, 0.23727, -1.66873], [1.40460, 1.30536, -0.24052], [-0.66857, 0.43694, 1.72561], [-0.02822, -1.87444, 0.87746], [-1.06270, -1.49077, -0.53629], [1.77622, 0.15040, 1.08066]],
  "forces_ev_per_a": [[-0.017, 0.012, 0.214], [0.143, -0.292, -0.124], [-0.191, 0.175, 0.145], [-0.267, -0.174, -0.033], [0.175, -0.167, -0.002], [0.234, 0.245, 0.032], [-0.032, 0.163, 0.071], [-0.019, -0.096, 0.018], [0.051, -0.028, -0.204], [-0.010, 0.125, -0.106], [0.069, 0.014, 0.097], [-0.137, 0.024, -0.106]],
  "gap_ha": 0.33767,
  "total_energy_ha": -306.35022,
  "spin_multiplicity": 1,
  "e_lumo_ha": 0.0276,
  "homo_ev": -8.4
}

# 8
{
  "formula": "C5H12N3",
  "method": "ωB97M-V/def2-TZVPD",
  "elements": ["C", "C", "C", "C", "C", "N", "N", "N", "H", "H", "H", "H", "H", "H", "H", "H", "H", "H", "H", "H"],
  "xyz": [[0.42886, 1.50439, 0.27322], [0.84734, 0.67910, 1.28780], [0.59776, 1.01285, -1.11232], [-1.80436, 0.87201, -1.32989], [0.55778, -1.88883, 1.43206], [1.22826, -0.73329, -0.61709], [-0.53775, 1.06739, -1.86557], [1.26676, -0.65780, 0.76963], [0.22884, 2.54712, 0.18955], [0.97696, 1.09851, 2.28729], [1.41028, 1.34642, -1.62814], [-1.82660, -0.10819, -0.69281], [-2.08829, 1.77875, -0.73859], [-2.50285, 0.78699, -2.19153], [-0.57997, -1.71051, 1.60776], [0.81657, -2.65973, 0.74587], [0.99880, -1.97056, 2.35469], [0.46984, -1.39636, -0.94194], [-0.39789, 0.89236, -2.86698], [2.17522, -0.76071, 1.25468]],
  "forces_ev_per_a": [[2.188, -2.436, 1.007], [-1.704, 3.064, -2.958], [-2.518, -2.729, 1.370], [-2.238, -1.099, 1.102], [-2.607, 2.389, -1.410], [-0.810, 1.541, -2.088], [2.994, -0.254, -1.790], [-1.372, -0.791, 3.242], [-0.419, 0.740, 1.288], [0.126, -1.132, 0.041], [2.411, 0.695, -1.180], [-0.386, 1.746, -0.920], [-0.112, -1.005, -0.151], [0.203, -0.074, 0.910], [2.083, -0.236, -0.829], [-0.115, -0.915, -0.127], [1.035, -0.627, 2.240], [0.988, 0.945, 1.004], [-0.191, 0.235, 0.757], [0.445, -0.059, -1.507]],
  "gap_ha": 0.36539,
  "charge": 1,
  "total_energy_ha": -361.59668,
  "spin_multiplicity": 1,
  "e_lumo_ha": -0.1177,
  "homo_ev": -13.1
}

Energy relative to the best compared isomer or geometry (same formula, charge and spin) (computed, kJ/mol): 89.43; 134.19; 0.00; 180.52; 216.49; 183.19; 409.79; 450.11